1.
# C17H31Cl2N4SeSiTeV

C17H31Cl2N4SeSiTeV as an isolated structure (wB97M-V/def2-TZVPD, the OMol25 dataset).

## Properties
- 2S+1: 2
- Net charge: +1
- Energy: -155338.5953 eV
- ΔE to the lowest compared entry with this formula, charge and spin: 24.15 kJ/mol
- ⟨S²⟩: 0.759
- HOMO (alpha / beta): -9.8 / -9.3 eV
- Molar mass: 647.96 Da

Structure (XYZ):
```
58
Properties=species:S:1:pos:R:3:mulliken_spin:R:1
V 1.121 0.204 0.550 1.030
C 2.150 1.070 4.109 0.004
C 0.945 0.216 3.828 -0.003
C 0.276 -0.446 4.832 -0.003
C -0.821 -1.250 4.497 -0.003
C -1.228 -1.368 3.192 0.006
C -0.525 -0.655 2.198 -0.006
N 0.536 0.130 2.547 -0.020
N -0.707 -0.659 0.862 -0.021
Si -2.146 -1.258 0.076 0.005
C -2.151 -0.627 -1.683 0.005
C -2.180 -3.130 0.059 -0.001
C -3.667 -0.569 0.921 0.001
H 3.028 0.452 4.314 0.000
H 1.988 1.698 4.985 0.000
H 2.374 1.714 3.260 -0.002
H 0.601 -0.344 5.858 0.000
H -1.347 -1.789 5.276 0.000
H -2.056 -2.009 2.918 0.001
H -1.492 -1.211 -2.315 0.001
H -1.845 0.421 -1.751 -0.002
H -3.163 -0.705 -2.095 0.000
H -1.179 -3.529 -0.128 0.000
H -2.842 -3.498 -0.732 0.000
H -2.538 -3.555 1.000 0.000
H -3.752 0.507 0.739 0.000
H -3.672 -0.723 2.002 0.000
H -4.571 -1.038 0.518 0.000
Cl 2.820 -1.709 1.405 0.000
C 4.168 -0.601 1.100 0.001
Cl 3.503 1.002 0.640 0.005
H 4.747 -0.965 0.262 0.001
H 4.747 -0.480 2.006 0.001
C 1.133 1.984 -3.475 0.004
N 0.683 0.683 -3.946 -0.001
C -0.010 0.481 -5.125 0.000
C -0.160 -0.849 -5.272 0.000
N 0.443 -1.446 -4.183 0.000
C 0.511 -2.884 -3.949 -0.001
C 0.934 -0.501 -3.359 0.002
Se 1.856 -0.879 -1.772 0.001
H 1.759 2.445 -4.236 0.000
H 1.715 1.828 -2.572 0.001
H 0.276 2.618 -3.264 -0.001
H -0.315 1.301 -5.753 0.000
H -0.627 -1.425 -6.052 0.000
H 0.273 -3.390 -4.881 0.000
H -0.199 -3.177 -3.178 0.000
H 1.512 -3.152 -3.629 0.000
C -1.387 2.824 1.715 -0.003
Te -0.175 2.482 -0.003 -0.006
C 1.182 4.077 0.385 0.002
H -1.300 3.875 1.979 0.000
H -1.049 2.191 2.531 0.001
H -2.420 2.598 1.461 0.000
H 1.618 3.952 1.373 0.001
H 0.655 5.025 0.322 -0.001
H 1.968 4.047 -0.369 0.000
```

2.
# C3H9NO3S

A 2-piece molecular cluster, C3H9NO3S overall in a non-equilibrium geometry (wB97M-V/def2-TZVPD, the OMol25 dataset).

## Properties
- Net charge: 0
- Energy: -21724.4490 eV
- ΔE to the lowest compared entry with this formula, charge and spin: 113.98 kJ/mol
- Structure (SMILES): O=C(O)NCCS.O
- HOMO: -9.3 eV
- Molar mass: 139.18 Da

Structure (XYZ):
```
17
Properties=species:S:1:pos:R:3:lowdin_charge:R:1
O -2.465 1.035 1.571 0.085
C -1.281 0.760 1.652 -0.552
O -0.504 0.757 2.777 0.049
N -0.306 0.726 0.606 0.059
C -0.793 0.708 -0.821 -0.267
C 0.334 0.980 -1.748 -0.527
S -0.188 0.748 -3.529 0.708
H -0.823 1.149 3.641 0.152
H 0.558 0.253 0.879 0.135
H -1.104 -0.271 -1.120 0.095
H -1.600 1.435 -0.810 0.125
H 0.488 2.003 -1.580 0.045
H 1.283 0.518 -1.494 0.083
H 0.921 0.442 -4.152 -0.191
O 1.664 -3.793 1.063 -0.058
H 1.277 -4.071 1.874 0.012
H 2.539 -3.379 1.191 0.047
```